{"formula": "C7H11N4", "method": "ωB97M-V/def2-TZVPD", "elements": ["C", "C", "C", "C", "C", "C", "C", "N", "N", "N", "N", "H", "H", "H", "H", "H", "H", "H", "H", "H", "H", "H"], "positions_angstrom": [[1.247, -0.760, 2.555], [-0.966, -0.522, 1.579], [1.729, -0.958, 1.261], [-0.359, -0.627, 0.407], [-1.196, -0.204, -2.073], [-0.174, -0.261, 2.840], [-0.378, 1.981, -1.725], [-2.269, -0.714, -2.126], [0.901, -0.648, 0.184], [-0.243, 0.559, -2.073], [1.070, 0.185, -2.471], [2.042, -0.588, 3.348], [-1.992, -0.567, 1.732], [2.708, -1.143, 1.054], [-0.661, -0.919, 3.499], [-0.169, 0.610, 3.363], [-0.387, 2.490, -2.703], [-1.273, 2.069, -1.142], [0.516, 2.127, -1.061], [-2.832, -1.436, -1.700], [1.657, -0.184, -1.618], [1.029, -0.492, -3.129]], "nbo_charge": [-0.119, -0.237, -0.032, 0.180, 0.753, -0.482, -0.389, -0.516, -0.470, -0.253, -0.612, 0.243, 0.219, 0.212, 0.268, 0.250, 0.248, 0.228, 0.249, 0.470, 0.426, 0.366], "homo_ev": [-11.87, -12.18], "charge": 1, "homo_lumo_gap_ev": [7.4, 7.5], "multiplicity": 1}

---

{"formula": "C20H32BF14NO16S2Zr", "method": "ωB97M-V/def2-TZVPD", "elements": ["Zr", "N", "S", "O", "O", "F", "S", "O", "O", "F", "B", "H", "H", "H", "H", "O", "C", "C", "O", "H", "H", "H", "H", "O", "C", "C", "O", "H", "H", "H", "H", "C", "C", "O", "C", "O", "C", "F", "F", "F", "H", "H", "H", "H", "H", "C", "C", "O", "C", "O", "C", "F", "F", "F", "H", "H", "H", "H", "H", "C", "C", "O", "C", "O", "C", "F", "F", "F", "H", "H", "H", "H", "H", "C", "C", "O", "C", "O", "C", "F", "F", "F", "H", "H", "H", "H", "H"], "positions_angstrom": [[22.300, 16.491, 11.966], [20.405, 16.238, 12.879], [19.692, 16.899, 14.179], [19.668, 16.155, 15.389], [18.707, 17.901, 13.963], [20.938, 17.904, 14.495], [19.113, 15.166, 12.421], [19.097, 15.053, 11.034], [17.924, 15.295, 13.179], [19.806, 13.852, 12.918], [22.064, 18.718, 11.808], [21.005, 18.268, 11.733], [22.481, 18.340, 12.819], [22.805, 18.210, 11.090], [22.175, 19.902, 11.761], [24.472, 16.539, 11.739], [24.929, 15.223, 11.506], [24.036, 14.116, 12.144], [22.666, 14.391, 12.227], [25.981, 15.118, 11.799], [24.845, 14.999, 10.427], [24.381, 14.137, 13.204], [24.335, 13.164, 11.688], [20.678, 15.430, 7.457], [21.854, 16.072, 7.599], [22.031, 16.756, 8.969], [21.355, 16.179, 10.083], [22.060, 16.840, 6.812], [22.659, 15.289, 7.495], [21.644, 17.795, 8.884], [23.108, 16.834, 9.228], [22.349, 21.296, 14.265], [22.014, 21.085, 15.707], [23.237, 20.702, 16.375], [23.296, 20.841, 17.665], [22.446, 21.258, 18.389], [24.685, 20.412, 18.182], [25.644, 20.581, 17.271], [25.004, 21.148, 19.256], [24.670, 19.123, 18.545], [21.486, 21.431, 13.611], [22.842, 20.387, 13.929], [22.954, 22.166, 13.990], [21.339, 20.220, 15.698], [21.460, 21.843, 16.256], [26.886, 18.263, 15.086], [25.441, 18.015, 14.777], [24.966, 16.995, 15.675], [23.775, 16.530, 15.397], [23.220, 16.685, 14.354], [23.212, 15.696, 16.562], [22.090, 15.111, 16.237], [24.117, 14.772, 16.922], [23.005, 16.488, 17.640], [27.243, 19.131, 14.528], [27.452, 17.414, 14.698], [27.067, 18.442, 16.143], [25.336, 17.666, 13.748], [24.857, 18.927, 14.916], [25.568, 19.844, 11.643], [25.652, 21.334, 11.780], [26.503, 21.639, 12.949], [27.056, 22.803, 13.065], [27.025, 23.711, 12.298], [27.757, 22.925, 14.429], [28.615, 21.916, 14.616], [28.420, 24.077, 14.535], [26.851, 22.873, 15.427], [24.829, 19.330, 12.244], [26.516, 19.316, 11.530], [25.189, 19.661, 10.623], [24.706, 21.807, 12.037], [26.095, 21.788, 10.896], [19.626, 20.333, 9.365], [21.069, 20.818, 9.461], [21.336, 21.785, 8.413], [22.170, 21.468, 7.464], [22.847, 20.497, 7.380], [22.297, 22.591, 6.416], [22.507, 22.073, 5.209], [21.205, 23.365, 6.361], [23.340, 23.396, 6.705], [18.939, 21.141, 9.104], [19.341, 19.937, 10.337], [19.540, 19.576, 8.584], [21.765, 19.994, 9.388], [21.048, 21.328, 10.421]], "lowdin_charge": [1.743, -0.403, 0.510, -0.254, -0.256, -0.236, 0.541, -0.192, -0.254, -0.145, -0.483, 0.012, -0.042, -0.029, 0.028, -0.405, -0.341, -0.355, -0.378, 0.095, 0.099, 0.088, 0.102, -0.365, -0.545, -0.325, -0.379, 0.069, 0.067, 0.085, 0.086, -0.063, -0.170, 0.049, -0.426, 0.168, -0.537, 0.162, 0.156, 0.168, 0.089, 0.052, 0.079, 0.129, 0.125, -0.049, -0.195, 0.064, -0.368, 0.073, -0.537, 0.205, 0.162, 0.151, 0.072, 0.085, 0.074, 0.104, 0.123, -0.050, -0.138, 0.034, -0.453, 0.166, -0.539, 0.159, 0.162, 0.151, 0.050, 0.096, 0.101, 0.125, 0.125, -0.044, -0.190, 0.044, -0.430, 0.184, -0.538, 0.166, 0.151, 0.146, 0.075, 0.081, 0.089, 0.089, 0.107], "homo_ev": 0.00, "charge": -2, "homo_lumo_gap_ev": 3.6, "multiplicity": 1}

---

{"formula": "H37O18", "method": "ωB97M-V/def2-TZVPD", "elements": ["O", "H", "H", "O", "H", "O", "H", "H", "O", "H", "H", "O", "H", "H", "O", "H", "H", "O", "H", "H", "O", "H", "H", "O", "H", "H", "O", "H", "H", "O", "H", "H", "O", "H", "H", "O", "H", "H", "O", "H", "H", "O", "H", "H", "O", "H", "H", "O", "H", "H", "O", "H", "H", "H", "H"], "positions_angstrom": [[-0.751, 0.333, -0.333], [-1.142, -0.072, -1.111], [-0.965, 1.261, -0.494], [-0.980, -0.669, 2.639], [-0.361, -0.760, 1.877], [-2.087, -0.777, -4.294], [-2.223, -1.694, -4.035], [-2.894, -0.455, -4.707], [-3.599, -0.209, -1.054], [-3.444, 0.656, -0.687], [-4.526, -0.435, -1.127], [1.978, -1.690, -2.771], [1.591, -0.807, -2.688], [2.703, -1.576, -3.385], [0.964, 1.021, -2.612], [0.057, 1.333, -2.783], [1.341, 1.423, -3.414], [-2.483, 1.912, 0.780], [-1.901, 1.571, 1.471], [-2.496, 2.854, 0.970], [1.574, 1.731, -0.052], [1.555, 1.931, -0.997], [0.956, 0.985, 0.018], [-0.608, -2.688, 3.873], [-1.160, -3.224, 3.273], [0.268, -2.907, 3.511], [-0.636, -2.480, -2.478], [0.092, -2.012, -2.915], [-1.272, -1.769, -2.336], [-2.750, 4.693, -0.744], [-3.080, 5.498, -1.147], [-2.046, 4.901, -0.128], [-2.041, 1.412, -2.542], [-2.241, 0.557, -2.964], [-2.848, 1.906, -2.722], [0.993, -1.792, 1.301], [1.007, -2.460, 0.556], [1.940, -1.737, 1.493], [3.967, 0.935, 1.228], [4.846, 1.118, 0.890], [3.261, 1.142, 0.588], [2.327, 1.740, 3.285], [2.681, 2.632, 3.321], [2.849, 1.242, 2.634], [-0.418, 1.717, 3.278], [0.471, 1.794, 2.887], [-0.458, 2.182, 4.116], [0.320, -3.706, -0.338], [0.751, -3.977, -1.159], [-0.487, -3.317, -0.726], [4.646, -1.929, 1.163], [5.179, -2.129, 1.936], [4.139, -1.125, 1.325], [-0.684, 0.194, 3.099], [-0.801, -1.529, 3.363]], "nbo_charge": [-0.978, 0.481, 0.505, -0.882, 0.555, -0.963, 0.496, 0.488, -0.993, 0.509, 0.482, -0.971, 0.492, 0.482, -0.978, 0.511, 0.484, -0.960, 0.487, 0.479, -1.005, 0.499, 0.501, -0.846, 0.513, 0.520, -0.969, 0.504, 0.462, -0.957, 0.486, 0.472, -1.000, 0.499, 0.490, -1.032, 0.526, 0.487, -1.019, 0.503, 0.521, -0.991, 0.487, 0.510, -0.983, 0.530, 0.509, -0.961, 0.496, 0.502, -0.964, 0.476, 0.481, 0.526, 0.504], "homo_ev": -13.47, "charge": 1, "homo_lumo_gap_ev": 11.1, "multiplicity": 1}

---

{"formula": "C19H39BrCaF8KN3O13PS3", "method": "ωB97M-V/def2-TZVPD", "elements": ["N", "C", "C", "P", "O", "C", "F", "C", "N", "C", "C", "C", "C", "O", "H", "H", "H", "H", "H", "H", "H", "H", "H", "H", "H", "H", "F", "K", "C", "O", "H", "H", "H", "Ca", "Br", "N", "H", "H", "H", "H", "C", "O", "C", "C", "O", "C", "C", "O", "C", "H", "H", "H", "H", "H", "H", "H", "H", "H", "H", "H", "H", "H", "H", "C", "F", "F", "F", "S", "O", "O", "O", "C", "S", "O", "C", "H", "H", "H", "H", "H", "H", "C", "F", "F", "F", "S", "O", "O", "O"], "positions_angstrom": [[-0.404, 1.269, 4.221], [-0.500, 1.526, 3.113], [-0.731, 1.862, 1.728], [-1.710, 0.545, 0.871], [-1.008, -0.727, 0.992], [-1.314, 3.288, 1.704], [-0.581, 4.053, 0.797], [-1.263, 4.078, 2.947], [-1.566, 4.632, 3.898], [-2.758, 3.352, 1.266], [-3.743, 2.904, 2.390], [-4.995, 2.163, 1.873], [-5.373, 1.062, 2.866], [-5.532, 1.652, 4.146], [0.223, 1.890, 1.197], [-2.975, 0.410, 1.483], [-1.833, 0.857, -0.501], [-2.918, 4.404, 1.148], [-2.962, 2.881, 0.309], [-4.018, 3.787, 2.963], [-3.201, 2.250, 3.064], [-4.829, 1.768, 0.873], [-5.802, 2.905, 1.837], [-4.591, 0.305, 2.922], [-6.304, 0.561, 2.564], [-4.834, 1.292, 4.703], [-8.202, 0.169, 2.337], [-8.030, 0.682, 0.225], [1.755, 3.083, -0.775], [0.603, 2.424, -0.961], [2.608, 2.770, -1.422], [1.728, 4.189, -0.958], [2.211, 3.025, 0.244], [-3.979, 5.669, 1.014], [-2.921, 6.851, 3.306], [-3.822, 9.974, 2.374], [-2.868, 10.237, 2.124], [-4.092, 10.446, 3.239], [-4.461, 10.240, 1.625], [-3.853, 8.934, 2.528], [4.694, -1.056, -0.941], [5.189, -0.275, -2.015], [6.591, -0.321, -2.182], [6.988, -0.508, -3.632], [6.671, -1.771, -4.190], [5.310, -2.124, -4.393], [4.573, -1.310, -5.441], [4.375, 0.030, -5.013], [4.679, 0.999, -5.984], [4.770, -0.502, -0.001], [3.646, -1.269, -1.143], [5.227, -2.008, -0.860], [7.037, -1.117, -1.576], [6.996, 0.642, -1.838], [8.080, -0.453, -3.670], [6.616, 0.308, -4.254], [4.766, -2.139, -3.448], [5.338, -3.157, -4.738], [3.583, -1.756, -5.602], [5.123, -1.354, -6.386], [5.595, 0.748, -6.531], [4.841, 1.945, -5.466], [3.849, 1.120, -6.691], [-1.489, -2.398, 3.879], [-1.196, -3.531, 4.505], [-0.558, -1.480, 4.214], [-1.387, -2.641, 2.570], [-3.154, -1.730, 4.308], [-3.081, -1.503, 5.730], [-4.068, -2.760, 3.893], [-3.230, -0.498, 3.507], [2.600, -4.238, -7.762], [3.693, -4.434, -6.351], [5.077, -4.202, -6.835], [3.477, -6.210, -6.190], [2.616, -3.191, -8.057], [2.951, -4.858, -8.587], [1.587, -4.522, -7.477], [3.769, -6.700, -7.118], [2.435, -6.428, -5.955], [4.113, -6.552, -5.377], [-4.354, -5.743, 6.763], [-5.305, -5.768, 5.816], [-3.928, -4.480, 6.858], [-4.966, -6.034, 7.935], [-3.000, -6.946, 6.406], [-2.475, -6.500, 5.139], [-3.706, -8.212, 6.367], [-2.113, -6.776, 7.538]], "lowdin_charge": [0.240, -0.239, -0.266, 0.759, -0.364, -0.436, 0.020, -0.175, 0.094, -0.218, -0.188, -0.192, -0.273, -0.038, 0.117, 0.032, 0.034, -0.096, 0.118, 0.085, 0.119, 0.094, 0.094, 0.057, 0.072, 0.092, -0.816, 0.868, -0.395, -0.289, 0.068, 0.055, 0.054, 1.122, 0.010, 0.261, 0.146, 0.150, 0.139, -0.055, -0.099, -0.201, -0.206, -0.187, -0.111, -0.188, -0.205, -0.191, -0.125, 0.089, 0.093, 0.086, 0.122, 0.124, 0.125, 0.109, 0.119, 0.080, 0.101, 0.121, 0.086, 0.087, 0.085, -0.670, 0.149, 0.080, 0.097, 0.481, -0.304, -0.289, -0.409, -0.260, 0.801, -0.522, -0.260, 0.048, 0.057, 0.055, 0.057, 0.056, 0.054, -0.668, 0.101, 0.115, 0.080, 0.417, -0.333, -0.359, -0.350], "homo_ev": -4.16, "charge": -1, "homo_lumo_gap_ev": 1.2, "multiplicity": 1}

---

How do the records compare in energy relative to the best compared isomer or geometry (same formula, charge and spin)? In the order shown, they have 185.0; 0.0; 44.6; 0.0 kcal/mol.